[1]
Computed, not measured: a molecular structure, C11H15B4NO5Pd in a non-equilibrium geometry, with ωB97M-V with the def2-TZVPD basis set.

```
37
Properties=species:S:1:pos:R:3:lowdin_charge:R:1
C 4.112 -3.029 0.171 -0.087
C 2.696 -2.454 0.388 -0.142
B 2.382 -1.351 -0.687 -0.275
O 2.550 -1.615 -2.037 0.146
B 1.855 0.227 -0.270 -0.253
O 0.499 0.575 -0.288 0.325
B 0.158 1.831 0.119 -0.452
C -1.385 2.291 0.271 0.054
C -2.324 1.204 0.139 -0.131
C -2.560 0.534 -1.093 0.051
C -3.484 -0.459 -1.164 0.047
C -4.220 -0.864 -0.017 -0.153
C -5.182 -1.952 -0.096 0.020
C -4.004 -0.197 1.217 0.053
C -3.071 0.798 1.282 0.060
O 1.088 2.776 0.458 0.399
B 2.358 2.466 0.071 -0.627
O 3.204 3.558 -0.340 0.156
C 3.812 4.017 0.730 -0.319
N 4.333 4.371 1.681 0.260
O 2.820 1.194 0.061 0.349
H 4.217 -3.518 -0.791 0.080
H 4.864 -2.253 0.288 0.080
H 4.307 -3.751 0.954 0.085
H 2.709 -1.973 1.367 0.100
H 1.960 -3.255 0.381 0.120
H 3.498 -1.632 -2.237 0.126
H -1.451 2.718 1.266 0.142
H -1.575 3.050 -0.497 0.174
H -2.011 0.831 -1.972 0.147
H -3.697 -0.974 -2.087 0.144
H -6.004 -1.711 -0.776 0.138
H -5.530 -2.223 0.890 0.103
H -4.670 -2.813 -0.540 0.132
H -4.560 -0.468 2.098 0.141
H -2.912 1.311 2.216 0.142
Pd 5.216 2.737 -1.156 0.666
```

Output
Kohn-Sham gap   0.06709 Eh
Charge   +2
HOMO   -0.516 hartree
E_LUMO   -12.20 eV
Molecular weight   390.91 g mol⁻¹


[2]
Computed, not measured: 11 unconnected molecules or ions with the total composition C81H180Br2N9 in a non-equilibrium geometry, with ωB97M-V with the def2-TZVPD basis set.

```
272
Properties=species:S:1:pos:R:3:lowdin_charge:R:1
C 12.955 -1.256 0.674 -0.113
C 12.166 -2.004 -0.303 -0.289
C 11.408 -3.174 0.329 -0.195
C 12.319 -4.331 0.649 -0.110
N 11.696 -5.699 0.248 -0.227
C 12.555 -6.836 0.852 -0.054
C 11.589 -7.977 1.339 -0.139
C 10.191 -7.467 1.007 -0.149
C 10.312 -5.923 0.910 -0.088
C 11.511 -5.798 -1.294 0.048
H 13.795 -1.834 1.060 0.084
H 12.302 -0.994 1.506 0.091
H 13.363 -0.425 0.099 0.092
H 12.685 -2.262 -1.227 0.121
H 11.454 -1.258 -0.654 0.110
H 10.620 -3.527 -0.336 0.093
H 10.855 -2.887 1.223 0.123
H 12.368 -4.316 1.737 0.132
H 13.372 -4.373 0.370 0.147
H 13.199 -7.074 0.005 0.128
H 13.122 -6.826 1.783 0.143
H 11.724 -8.952 0.869 0.121
H 11.677 -8.338 2.364 0.120
H 9.919 -7.904 0.046 0.110
H 9.424 -7.643 1.762 0.123
H 9.496 -5.397 0.416 0.129
H 10.476 -5.448 1.878 0.132
H 12.531 -5.891 -1.666 0.108
H 10.922 -5.065 -1.844 0.105
H 11.018 -6.741 -1.531 0.101
C -13.644 3.724 7.251 -0.095
C -14.870 3.077 7.836 -0.252
C -14.709 1.605 7.822 -0.218
C -13.647 1.057 8.724 -0.132
N -13.630 -0.440 8.869 -0.217
C -12.230 -0.980 9.257 -0.097
C -11.405 -1.121 7.991 -0.143
C -12.389 -0.900 6.882 -0.178
C -13.706 -1.189 7.505 -0.088
C -14.617 -0.916 9.970 0.046
H -12.930 2.985 6.887 0.064
H -13.089 4.422 7.877 0.084
H -14.056 4.322 6.438 0.080
H -15.728 3.333 7.214 0.121
H -15.084 3.431 8.844 0.126
H -14.509 1.215 6.824 0.116
H -15.666 1.215 8.167 0.128
H -13.724 1.416 9.750 0.144
H -12.628 1.354 8.475 0.131
H -12.395 -1.893 9.830 0.129
H -11.784 -0.336 10.015 0.140
H -10.889 -2.071 7.854 0.131
H -10.734 -0.265 7.914 0.121
H -12.135 -1.682 6.167 0.129
H -12.367 0.028 6.310 0.123
H -13.867 -2.220 7.819 0.145
H -14.623 -0.925 6.980 0.134
H -14.551 -1.941 10.336 0.109
H -15.572 -0.854 9.450 0.102
H -14.702 -0.270 10.844 0.113
C 6.368 5.620 -4.897 -0.075
C 7.152 4.646 -5.773 -0.292
C 8.569 5.071 -5.880 -0.209
C 9.627 4.159 -6.677 -0.035
N 10.997 4.886 -6.947 -0.247
C 12.151 3.935 -7.137 -0.114
C 13.416 4.700 -6.637 -0.120
C 12.949 5.885 -5.749 -0.136
C 11.466 5.670 -5.733 -0.126
C 10.878 5.738 -8.221 0.060
H 6.868 5.440 -3.946 0.074
H 5.316 5.367 -4.765 0.084
H 6.575 6.651 -5.183 0.084
H 6.871 4.413 -6.800 0.114
H 7.125 3.665 -5.298 0.110
H 8.925 5.133 -4.852 0.107
H 8.630 6.083 -6.280 0.111
H 9.277 3.750 -7.624 0.130
H 9.969 3.372 -6.004 0.117
H 12.364 3.576 -8.144 0.139
H 12.058 3.046 -6.514 0.125
H 13.827 5.079 -7.573 0.112
H 14.145 4.066 -6.131 0.124
H 13.387 6.845 -6.023 0.127
H 13.294 5.755 -4.723 0.120
H 10.870 6.572 -5.598 0.142
H 11.351 4.979 -4.898 0.139
H 10.186 6.557 -8.026 0.107
H 10.434 5.136 -9.014 0.111
H 11.876 6.112 -8.449 0.115
C 4.841 -9.381 -9.205 -0.115
C 5.545 -8.072 -9.071 -0.253
C 4.577 -6.904 -9.291 -0.179
C 3.772 -6.534 -8.060 -0.105
N 3.050 -5.157 -7.945 -0.225
C 2.514 -4.697 -9.272 -0.120
C 2.225 -3.256 -9.058 -0.137
C 3.306 -2.745 -8.031 -0.132
C 3.949 -3.970 -7.484 -0.102
C 1.901 -5.170 -6.915 0.019
H 4.371 -9.636 -8.255 0.075
H 5.572 -10.175 -9.358 0.084
H 4.211 -9.573 -10.073 0.092
H 6.262 -8.137 -9.889 0.117
H 6.205 -7.936 -8.214 0.120
H 3.873 -7.051 -10.110 0.127
H 5.255 -6.056 -9.391 0.114
H 4.389 -6.444 -7.166 0.127
H 3.121 -7.293 -7.625 0.133
H 1.745 -5.336 -9.706 0.156
H 3.392 -4.796 -9.911 0.129
H 1.253 -3.018 -8.624 0.112
H 2.232 -2.710 -10.001 0.130
H 2.955 -2.121 -7.209 0.124
H 4.049 -2.209 -8.621 0.121
H 4.061 -4.071 -6.405 0.132
H 4.901 -4.041 -8.011 0.133
H 1.169 -5.895 -7.270 0.110
H 1.238 -4.316 -6.780 0.107
H 2.241 -5.392 -5.903 0.107
C -14.941 11.037 -5.411 -0.098
C -14.371 10.492 -4.159 -0.300
C -13.692 9.181 -4.261 -0.224
C -13.457 8.447 -2.948 -0.085
N -12.330 7.412 -2.926 -0.272
C -10.924 8.081 -3.084 -0.100
C -9.902 6.995 -2.777 -0.128
C -10.601 6.239 -1.561 -0.098
C -12.085 6.765 -1.576 -0.099
C -12.590 6.368 -3.973 0.037
H -15.208 12.094 -5.389 0.090
H -15.839 10.448 -5.601 0.090
H -14.251 11.015 -6.254 0.086
H -15.191 10.223 -3.493 0.120
H -13.776 11.287 -3.710 0.126
H -12.794 9.422 -4.831 0.120
H -14.215 8.609 -5.028 0.126
H -14.311 7.859 -2.611 0.144
H -13.156 9.191 -2.211 0.138
H -10.711 8.509 -4.064 0.132
H -10.904 8.960 -2.439 0.142
H -9.635 6.381 -3.637 0.116
H -9.017 7.527 -2.426 0.120
H -10.688 5.217 -1.931 0.099
H -10.205 6.348 -0.552 0.117
H -12.804 5.947 -1.612 0.128
H -12.283 7.460 -0.760 0.137
H -13.623 6.042 -3.849 0.118
H -11.923 5.506 -3.991 0.113
H -12.536 7.033 -4.835 0.105
C 2.306 7.237 2.809 -0.088
C 2.706 7.556 4.288 -0.241
C 4.118 7.099 4.653 -0.205
C 4.195 7.112 6.176 -0.090
N 5.572 6.610 6.787 -0.207
C 5.253 6.482 8.328 -0.076
C 6.359 7.218 9.050 -0.143
C 7.432 7.469 8.016 -0.177
C 6.687 7.692 6.738 -0.086
C 5.973 5.199 6.418 0.013
H 2.305 6.166 2.606 0.059
H 3.037 7.665 2.123 0.073
H 1.275 7.452 2.530 0.072
H 2.035 7.056 4.987 0.105
H 2.547 8.605 4.536 0.116
H 4.871 7.643 4.084 0.126
H 4.225 6.060 4.339 0.105
H 3.345 6.636 6.666 0.139
H 4.343 8.173 6.376 0.127
H 5.370 5.420 8.542 0.124
H 4.236 6.793 8.567 0.133
H 6.876 6.626 9.805 0.129
H 5.984 8.130 9.514 0.130
H 8.132 6.639 7.927 0.121
H 8.070 8.331 8.209 0.136
H 7.417 7.464 5.962 0.133
H 6.272 8.697 6.660 0.141
H 5.063 4.630 6.230 0.117
H 6.723 4.773 7.085 0.113
H 6.425 5.328 5.435 0.097
C -5.003 -6.926 -4.895 -0.127
C -5.442 -5.530 -4.581 -0.264
C -6.186 -4.923 -5.815 -0.174
C -6.450 -3.378 -5.714 -0.097
N -7.045 -2.870 -7.036 -0.231
C -7.338 -1.318 -6.936 -0.068
C -8.665 -1.099 -7.537 -0.192
C -9.089 -2.366 -8.119 -0.170
C -8.482 -3.464 -7.227 -0.056
C -6.186 -3.195 -8.235 0.026
H -4.544 -7.213 -5.841 0.078
H -5.921 -7.514 -4.893 0.082
H -4.360 -7.438 -4.179 0.077
H -4.570 -4.890 -4.448 0.099
H -5.956 -5.513 -3.620 0.116
H -7.148 -5.421 -5.690 0.113
H -5.652 -5.289 -6.692 0.106
H -5.474 -2.903 -5.616 0.131
H -7.055 -3.153 -4.835 0.138
H -6.595 -0.788 -7.531 0.138
H -7.226 -1.010 -5.896 0.136
H -8.505 -0.281 -8.240 0.136
H -9.404 -0.754 -6.814 0.133
H -8.638 -2.433 -9.109 0.118
H -10.152 -2.603 -8.153 0.139
H -8.442 -4.431 -7.728 0.139
H -9.022 -3.439 -6.280 0.142
H -6.625 -2.600 -9.036 0.103
H -6.208 -4.244 -8.531 0.108
H -5.180 -2.818 -8.048 0.119
C 6.569 -3.749 7.565 -0.068
C 5.146 -4.265 6.968 -0.223
C 4.678 -5.716 7.387 -0.184
C 3.129 -5.877 7.192 -0.087
N 2.557 -7.279 7.580 -0.214
C 1.015 -7.353 7.171 -0.056
C 0.207 -7.284 8.495 -0.131
C 1.178 -6.920 9.618 -0.131
C 2.546 -7.439 9.116 -0.100
C 3.328 -8.446 6.912 0.030
H 6.822 -2.905 6.922 0.064
H 7.372 -4.456 7.772 0.069
H 6.197 -3.377 8.520 0.069
H 5.256 -4.403 5.893 0.082
H 4.478 -3.408 7.052 0.104
H 5.134 -5.980 8.341 0.111
H 5.206 -6.359 6.683 0.097
H 2.871 -5.740 6.142 0.127
H 2.776 -5.099 7.869 0.135
H 0.867 -8.215 6.521 0.119
H 0.799 -6.590 6.422 0.115
H -0.165 -8.290 8.685 0.120
H -0.709 -6.693 8.472 0.122
H 0.801 -7.241 10.589 0.136
H 1.516 -5.886 9.684 0.111
H 2.590 -8.516 9.280 0.131
H 3.396 -7.008 9.645 0.134
H 3.391 -8.097 5.881 0.103
H 2.813 -9.406 6.916 0.109
H 4.297 -8.563 7.398 0.107
C 3.145 0.795 1.582 -0.120
C 2.192 -0.133 0.849 -0.255
C 0.693 0.164 1.056 -0.172
C 0.111 -0.199 2.435 -0.061
N -1.436 -0.090 2.335 -0.242
C -2.143 -0.993 1.205 -0.028
C -3.223 -1.747 1.970 -0.129
C -3.451 -0.998 3.325 -0.171
C -2.118 -0.558 3.657 -0.127
C -1.799 1.326 2.116 -0.004
H 3.257 0.632 2.654 0.074
H 2.862 1.830 1.392 0.078
H 4.168 0.664 1.228 0.070
H 2.531 -1.131 1.125 0.107
H 2.487 -0.030 -0.196 0.110
H 0.304 -0.443 0.238 0.107
H 0.445 1.179 0.745 0.112
H 0.368 0.402 3.307 0.145
H 0.200 -1.261 2.662 0.130
H -2.426 -0.274 0.435 0.136
H -1.324 -1.592 0.807 0.114
H -4.194 -1.750 1.474 0.120
H -2.946 -2.773 2.209 0.118
H -4.160 -0.201 3.103 0.118
H -3.923 -1.565 4.127 0.137
H -2.054 0.116 4.512 0.156
H -1.541 -1.442 3.931 0.135
H -1.329 1.824 2.964 0.113
H -2.840 1.574 2.325 0.118
H -1.345 1.710 1.203 0.105
Br -2.524 2.241 -4.602 -0.997
Br 1.093 1.657 8.842 -0.995
```

Output
Kohn-Sham gap   0.16629 Eh
Charge   +7
HOMO   -0.472 hartree
E_LUMO   -8.32 eV
Molecular weight   1440.20 g mol⁻¹


[3]
Computed, not measured: a single C3H7N molecule in a non-equilibrium geometry, with ωB97M-V with the def2-TZVPD basis set.

```
11
Properties=species:S:1:pos:R:3:lowdin_charge:R:1
C -1.320 0.007 0.649 -0.102
C 0.151 0.418 0.864 -0.185
C 1.071 0.323 -0.115 -0.222
N 0.872 -0.530 -1.232 0.022
H -1.590 -0.491 1.573 0.058
H -1.996 0.808 0.376 0.067
H -1.306 -0.801 -0.083 0.050
H 0.575 0.471 1.867 0.081
H 1.893 0.999 -0.357 0.105
H 1.660 -0.547 -1.850 0.062
H -0.012 -0.656 -1.694 0.066
```

Output
Kohn-Sham gap   0.32598 Eh
HOMO   -0.284 hartree
SMILES   C/C=C\N
E_LUMO   1.14 eV
Molecular weight   57.10 g mol⁻¹


[4]
Computed, not measured: a single C4H8FNO molecule in a non-equilibrium geometry, with ωB97M-V with the def2-TZVPD basis set.

```
15
Properties=species:S:1:pos:R:3:lowdin_charge:R:1
C 1.920 -0.341 -0.413 -0.060
C 1.017 -0.276 0.819 -0.194
N -0.332 0.268 0.722 -0.060
F -0.164 1.565 0.332 -0.031
C -1.419 -0.392 0.163 -0.469
C -2.513 0.524 -0.349 0.018
O -1.565 -1.581 0.367 0.073
H 1.364 0.439 -1.100 0.117
H 2.886 0.036 -0.214 0.053
H 1.938 -1.224 -0.961 0.043
H 0.758 -1.228 1.315 0.125
H 1.608 0.373 1.527 0.131
H -2.000 1.451 -0.162 0.050
H -2.644 0.519 -1.457 0.103
H -3.455 0.432 0.214 0.099
```

Output
Kohn-Sham gap   0.39562 Eh
HOMO   -0.361 hartree
SMILES   CCN(F)C(C)=O
E_LUMO   0.95 eV
Molecular weight   105.11 g mol⁻¹